A) The following is a quantum chemistry calculation of a molecular structure, C22H21N3PtS5, from the OMol25 dataset.

Atoms and positions in Å:
Pt: -0.32061 -0.37338 0.32729
S: -0.27466 -2.65820 0.93698
C: -1.56023 -2.69120 2.14200
C: -1.69893 -3.83204 2.93223
C: -2.69063 -3.89836 3.89586
C: -3.55605 -2.83053 4.11443
C: -3.43066 -1.68854 3.34782
C: -2.44823 -1.64245 2.36018
S: -2.37360 -0.18256 1.36229
C: -3.41929 -0.61005 -0.08874
C: -2.68483 -0.82557 -1.38259
C: -3.38218 -0.99582 -2.56661
C: -2.68150 -1.27215 -3.72733
C: -1.30110 -1.40868 -3.68095
C: -0.65450 -1.23250 -2.47505
C: 0.81189 -1.50228 -2.31189
S: 1.59984 -0.56526 -0.96130
C: 1.77734 1.05219 -1.67150
C: 2.91788 1.26556 -2.44663
C: 3.10043 2.48710 -3.06529
C: 2.14627 3.48652 -2.89455
C: 1.02992 3.27699 -2.10401
C: 0.82714 2.04930 -1.46803
S: -0.55879 1.88999 -0.38997
N: -1.34930 -0.91229 -1.37016
H: -1.01735 -4.66151 2.79580
H: -2.77774 -4.79138 4.50004
H: -4.31210 -2.88526 4.88450
H: -4.07983 -0.83729 3.51184
H: -4.16037 0.18235 -0.18909
H: -3.93824 -1.52961 0.18722
H: -4.46030 -0.91421 -2.57218
H: -3.20865 -1.39794 -4.66340
H: -0.73479 -1.65821 -4.56716
H: 1.37319 -1.30198 -3.22299
H: 0.95893 -2.55200 -2.04117
H: 3.64932 0.47457 -2.56428
H: 3.97580 2.66107 -3.67488
H: 2.27845 4.44510 -3.37836
H: 0.30305 4.06837 -1.97071
S: 0.79648 0.01447 2.37135
C: 2.06003 1.18246 2.09111
N: 3.29163 0.96562 2.52413
C: 4.15146 2.14463 2.34244
C: 3.23594 3.08944 1.52878
N: 1.95295 2.37554 1.54827
H: 3.54768 0.13539 3.03394
H: 5.05019 1.87031 1.79579
H: 4.43743 2.56298 3.30561
H: 3.58018 3.22381 0.50334
H: 3.12749 4.06453 1.99702
H: 1.09356 2.68297 1.10854

Calculated values
Net charge   +2
LUMO level   -6.90 eV
Frontier orbital gap   6.6 eV

These are the natural (NBO) partial charges, in e, on atoms 1 to 5: 0.71 -0.07 -0.20 -0.21 -0.14

=====

B) The following is a quantum chemistry calculation of a molecular structure, C22H21N3PtS5, from the OMol25 dataset.

Atoms and positions in Å:
Pt: 0.13708 -0.47150 0.03854
S: 0.41955 -2.67211 -0.79558
C: -1.25508 -3.23070 -0.82589
C: -1.49679 -4.52504 -1.28597
C: -2.78346 -5.03420 -1.29954
C: -3.85884 -4.27920 -0.83957
C: -3.63643 -3.00058 -0.36790
C: -2.34227 -2.48381 -0.38446
S: -2.13430 -0.82999 0.21364
C: -2.61554 0.20769 -1.21072
C: -1.53654 0.39591 -2.23851
C: -1.82583 0.85690 -3.51061
C: -0.78621 1.07663 -4.39860
C: 0.52014 0.80939 -4.01131
C: 0.75337 0.32243 -2.74069
C: 2.11449 -0.10560 -2.27876
S: 2.34716 0.05460 -0.47369
C: 2.39108 1.82113 -0.27721
C: 3.60101 2.44589 -0.57497
C: 3.69627 3.82051 -0.47894
C: 2.58707 4.55582 -0.07336
C: 1.39710 3.92687 0.24696
C: 1.28303 2.53902 0.15742
S: -0.23442 1.79733 0.67382
N: -0.26858 0.14910 -1.88585
H: -0.66918 -5.13400 -1.62598
H: -2.94855 -6.03976 -1.66212
H: -4.85765 -4.69158 -0.83676
H: -4.45593 -2.40650 0.01905
H: -2.90740 1.17084 -0.78801
H: -3.50035 -0.25284 -1.65059
H: -2.85113 1.05040 -3.79364
H: -0.99113 1.44925 -5.39313
H: 1.34533 0.96042 -4.69283
H: 2.91128 0.44983 -2.77010
H: 2.25076 -1.17088 -2.48202
H: 4.45847 1.85597 -0.87705
H: 4.62776 4.31622 -0.71252
H: 2.65440 5.63263 0.00284
H: 0.54597 4.50915 0.57595
S: 0.63133 -1.58579 2.05717
C: 0.63695 -0.58994 3.47289
N: 0.93057 -1.15283 4.64013
C: 0.70778 -0.21879 5.75280
C: 0.63315 1.12504 5.01077
N: 0.38490 0.69436 3.62520
H: 1.11568 -2.13626 4.74915
H: 1.52524 -0.25835 6.46673
H: -0.22607 -0.46176 6.26028
H: 1.57591 1.67020 5.05982
H: -0.16954 1.76220 5.37012
H: 0.16839 1.30627 2.84363

Calculated values
Net charge   +2
LUMO level   -6.86 eV
Frontier orbital gap   6.8 eV

These are the natural (NBO) partial charges, in e, on atoms 1 to 5: 0.71 -0.06 -0.20 -0.21 -0.14

=====

Computed relative energies in units of hartree: A) 0.0078; B) 0.0000

=====

A) The following is a quantum chemistry calculation of a molecular structure, C3H3Br9, from the OMol25 dataset.

Atoms and positions in Å:
C: 1.56175 -15.04824 -0.31183
Br: 3.19496 -14.58711 0.19197
Br: 0.29390 -13.90189 0.47811
Br: 1.08672 -16.82241 0.13719
H: 1.49734 -14.88347 -1.33738
C: 1.93922 -10.47134 -7.89950
Br: 1.70091 -9.66453 -6.24784
Br: 1.77251 -12.35406 -7.64695
Br: 3.46480 -10.08659 -8.88201
H: 1.11434 -10.26525 -8.44736
C: 1.29515 -13.64126 -4.07079
Br: 2.75313 -14.70293 -4.22998
Br: 1.42918 -11.94699 -3.31577
Br: -0.22529 -14.55290 -3.27151
H: 0.92765 -13.45407 -5.07884

Calculated values
LUMO level   0.02 eV
Frontier orbital gap   9.9 eV

These are the natural (NBO) partial charges, in e, on atoms 1 to 5: -0.56 0.16 0.08 0.09 0.21

=====

B) The following is a quantum chemistry calculation of a molecular structure, C3H3Br9, from the OMol25 dataset.

Atoms and positions in Å:
C: 1.44110 2.03086 -0.19479
Br: 3.21840 1.34357 -0.58291
Br: 1.53642 3.59538 0.83923
Br: 0.33242 0.73619 0.67187
H: 0.85769 2.22536 -1.19685
C: 1.98866 -2.19640 0.15975
Br: 0.52395 -2.79892 1.18604
Br: 1.43495 -2.10134 -1.67374
Br: 3.53881 -3.17063 0.50848
H: 2.23213 -1.10040 0.34725
C: -3.29098 0.31637 -0.09998
Br: -3.90630 -1.26539 0.97011
Br: -3.09036 1.75352 1.10528
Br: -4.46771 0.72621 -1.59423
H: -2.34920 -0.09438 -0.44551

Calculated values
LUMO level   -0.28 eV
Frontier orbital gap   10.0 eV

These are the natural (NBO) partial charges, in e, on atoms 1 to 5: -0.56 0.09 0.13 0.09 0.26

=====

Computed relative energies in units of hartree: A) 0.0168; B) 0.0000

=====

A) The following is a quantum chemistry calculation of 2 unconnected molecules or ions with the total composition C8H12N3, from the OMol25 dataset.

Atoms and positions in Å:
C: 0.14119 1.11394 3.14765
C: 0.77632 0.11227 2.42406
C: -0.94872 1.82214 2.53578
C: 0.51049 0.05490 1.05524
C: -0.47664 0.92195 0.55756
C: 1.13396 -0.59269 -0.17789
C: 0.28730 -0.15293 -1.28716
C: 0.79487 -0.22100 -2.63839
N: -1.25768 1.72829 1.21062
N: -0.43182 0.84048 -0.84154
N: -1.19777 -1.66646 -1.40764
H: 0.30649 1.16401 4.27281
H: 1.47279 -0.44770 2.97407
H: -1.57130 2.42654 3.11646
H: 2.09056 -0.21413 -0.23264
H: 1.16626 -1.68421 -0.12398
H: -0.05261 -0.09483 -3.41741
H: 1.28977 -1.25801 -2.81092
H: 1.37378 0.75222 -2.79025
H: -0.99545 1.43172 -1.41856
H: -2.06026 -1.31599 -1.20278
H: -1.13900 -2.46075 -0.63669
H: -1.21252 -2.25977 -2.30839

Calculated values
Net charge   +1
LUMO level   -3.37 eV
Frontier orbital gap   9.3 eV

These are the natural (NBO) partial charges, in e, on atoms 1 to 5: -0.24 -0.15 0.07 -0.07 0.33

=====

B) The following is a quantum chemistry calculation of a molecular structure, C8H12N3, from the OMol25 dataset.

Atoms and positions in Å:
C: 0.70723 1.37751 -0.50249
C: -0.02553 0.42413 0.03687
C: -2.93648 2.34310 -1.17231
C: -1.59077 2.09737 -1.40026
C: 1.28191 -1.70928 2.00778
C: -0.66353 1.83488 -0.25867
C: -0.79541 -1.79964 -0.76546
C: -0.39879 -0.95399 0.38660
N: 3.44707 -1.15691 0.97065
N: 3.13608 -1.70980 2.01142
N: 0.93021 -1.24110 0.92383
H: 1.72677 1.64542 -0.84105
H: -3.49995 2.40658 -2.13905
H: -3.43212 2.08541 -0.19397
H: -1.05660 2.40596 -2.31344
H: 0.96850 -1.89218 2.98055
H: -0.97500 2.38519 0.55747
H: -0.06593 -1.64039 -1.57936
H: -0.94366 -2.81488 -0.31642
H: -1.85113 -1.50191 -0.91957
H: -1.10540 -0.89448 1.23079
H: 4.46809 -0.89308 0.91551
H: 2.67444 -0.79790 0.38059

Calculated values
Net charge   +1
LUMO level   -5.60 eV
Frontier orbital gap   6.2 eV

These are the natural (NBO) partial charges, in e, on atoms 1 to 5: -0.17 0.01 -0.39 -0.21 0.28

=====

Computed relative energies in units of hartree: A) 0.0000; B) 0.2689

=====

A) The following is a quantum chemistry calculation of 2 unconnected molecules or ions with the total composition C18H18N2, from the OMol25 dataset.

Atoms and positions in Å:
C: -0.84853 2.25353 -4.59798
C: -1.03887 1.73624 -3.25250
C: -1.31546 2.35756 -2.07733
N: -1.41457 1.43919 -1.06004
C: -1.06150 0.18429 -1.52712
C: -1.03007 -1.11611 -0.99624
C: -0.26901 -2.01689 -1.75240
C: 0.07224 -1.85003 -3.08446
C: -0.20301 -0.64138 -3.69540
C: -0.80624 0.33198 -2.92444
H: -0.04008 1.71411 -5.10140
H: -0.57778 3.32420 -4.58893
H: -1.73091 2.00177 -5.19942
H: -1.68092 3.37163 -1.92320
H: -1.33672 1.65506 -0.07182
H: -1.35379 -1.28864 0.00605
H: -0.04692 -2.98708 -1.30418
H: 0.46152 -2.73766 -3.57256
H: 0.06416 -0.63218 -4.74756
C: 2.86866 -1.44585 0.80901
C: 1.92599 -1.37229 1.99059
C: 1.48154 -2.32735 2.85455
N: 0.49491 -1.79892 3.71197
C: 0.37023 -0.39693 3.42935
C: -0.51075 0.54226 3.98886
C: -0.78781 1.63031 3.19528
C: -0.17021 1.75518 1.93436
C: 0.74159 0.88838 1.44201
C: 1.10529 -0.22374 2.23678
H: 3.65270 -0.70977 1.01609
H: 2.40062 -1.14993 -0.15301
H: 3.29806 -2.47493 0.74165
H: 1.94635 -3.31296 2.89985
H: 0.58388 -2.09255 4.67218
H: -1.06596 0.36589 4.88874
H: -1.56420 2.38299 3.45660
H: -0.67524 2.52187 1.33286
H: 1.38499 0.89091 0.54792

Calculated values
SMILES   Cc1c[nH]c2ccccc12.Cc1c[nH]c2ccccc12
LUMO level   0.88 eV
Frontier orbital gap   8.5 eV

These are the natural (NBO) partial charges, in e, on atoms 1 to 5: -0.63 -0.07 -0.04 -0.55 0.16

=====

B) The following is a quantum chemistry calculation of 2 unconnected molecules or ions with the total composition C18H18N2, from the OMol25 dataset.

Atoms and positions in Å:
C: 1.50367 3.78202 -0.31128
C: 1.10560 2.48967 0.29935
C: 0.08476 1.66049 -0.10989
N: 0.12389 0.48780 0.62408
C: 1.05686 0.65502 1.60394
C: 1.40955 -0.13264 2.71596
C: 2.58147 0.15896 3.37083
C: 3.25745 1.40831 3.15276
C: 2.82863 2.28241 2.19457
C: 1.78441 1.82139 1.36415
H: 1.21868 3.96395 -1.34682
H: 2.59859 3.83602 -0.36922
H: 1.16965 4.65570 0.26145
H: -0.57327 1.85080 -0.94085
H: -0.40361 -0.36081 0.52603
H: 0.75666 -0.93870 3.04005
H: 2.94706 -0.28890 4.28579
H: 4.10830 1.60644 3.79351
H: 3.24497 3.25537 1.97710
C: -2.46095 -1.82641 1.21839
C: -2.57718 -1.62980 -0.25967
C: -3.59496 -0.97793 -0.88061
N: -3.11309 -0.52828 -2.13088
C: -1.92463 -1.22587 -2.40095
C: -1.14351 -1.23523 -3.54480
C: 0.09080 -1.87066 -3.42888
C: 0.52250 -2.53167 -2.27396
C: -0.27870 -2.49762 -1.14288
C: -1.56265 -1.95856 -1.22621
H: -1.94007 -2.74937 1.49616
H: -3.44489 -1.76761 1.66220
H: -1.79595 -1.09317 1.68284
H: -4.58630 -0.78132 -0.51262
H: -3.80379 -0.48785 -2.87895
H: -1.38861 -0.94749 -4.55705
H: 0.66794 -1.87028 -4.34817
H: 1.41131 -3.13452 -2.28570
H: 0.11941 -3.07970 -0.31976

Calculated values
SMILES   Cc1c[nH]c2ccccc12.Cc1c[nH]c2ccccc12
LUMO level   0.82 eV
Frontier orbital gap   8.4 eV

These are the natural (NBO) partial charges, in e, on atoms 1 to 5: -0.63 -0.08 -0.03 -0.53 0.14

=====

C) The following is a quantum chemistry calculation of 2 unconnected molecules or ions with the total composition C18H18N2, from the OMol25 dataset.

Atoms and positions in Å:
C: 1.04257 4.08350 0.17983
C: 0.68899 2.64785 0.58874
C: -0.19830 1.69477 0.07837
N: 0.02530 0.41137 0.74956
C: 1.08925 0.52928 1.69087
C: 1.76198 -0.36079 2.50531
C: 2.92139 0.24889 3.12766
C: 3.37535 1.51277 2.89005
C: 2.71999 2.36209 2.04168
C: 1.52142 1.88976 1.47800
H: 0.17369 4.50361 -0.29657
H: 1.94641 3.99032 -0.39306
H: 1.23226 4.73231 1.02633
H: -0.99056 1.84120 -0.48859
H: -0.47189 -0.43215 0.54198
H: 1.74402 -1.37340 2.56421
H: 3.47136 -0.29017 3.76239
H: 4.32805 1.74142 3.46921
H: 3.09782 3.31185 1.71316
C: -3.02592 -2.61577 0.72444
C: -2.65587 -1.70568 -0.43823
C: -3.47162 -0.72306 -1.03846
N: -2.80501 -0.15915 -2.21140
C: -1.64776 -0.95560 -2.36919
C: -0.65599 -1.01864 -3.38130
C: 0.51510 -1.72524 -3.21152
C: 0.70886 -2.57322 -2.08839
C: -0.27387 -2.69204 -1.13693
C: -1.41253 -1.93717 -1.32316
H: -3.42967 -3.55312 0.34337
H: -3.60945 -2.14886 1.67274
H: -2.07761 -2.96084 1.13461
H: -4.37699 -0.39735 -0.79279
H: -3.36529 0.27366 -2.89737
H: -0.82377 -0.42605 -4.34783
H: 1.39030 -1.48642 -3.80281
H: 1.72986 -2.94097 -1.85561
H: -0.19186 -3.29893 -0.20930

Calculated values
SMILES   Cc1c[nH]c2ccccc12.Cc1c[nH]c2ccccc12
LUMO level   0.78 eV
Frontier orbital gap   8.3 eV

These are the natural (NBO) partial charges, in e, on atoms 1 to 5: -0.63 -0.07 -0.01 -0.57 0.22

=====

Computed relative energies in units of hartree: A) 0.0143; B) 0.0000; C) 0.0688